Record 1
# C17H21N3O3

C17H21N3O3 in the gas phase in a non-equilibrium geometry (ωB97M-V with the def2-TZVPD basis set, OMol25).

Each line ends with the Mulliken charge.
Positions of all 44 atoms, in Å:
O 2.0988 2.5998 1.3897  -0.64
O 4.6475 -0.6014 -1.0943  -0.40
O -0.4312 0.7097 -0.5316  -0.12
N 2.5397 1.0354 -0.0042  -0.04
N -1.6004 0.1160 -0.4344  -0.30
N -2.2704 2.0898 -0.3232  -0.42
C 5.1928 -2.3205 0.2337  -0.22
C -5.2726 -1.6189 0.0907  1.10
C 4.7009 0.0273 -0.0248  0.22
C -5.6355 -3.0842 0.2359  -1.76
C -3.8552 0.2278 -0.0992  0.85
C -4.9538 0.9712 -0.1503  -0.52
C -0.9503 2.2120 -0.2889  0.55
C -0.1617 3.2830 -0.2461  -0.75
C 1.9584 2.0766 0.3756  0.24
C -6.5764 -0.8370 0.3319  -1.00
C 5.1352 -2.0118 -1.1018  -0.41
C -6.3203 0.5679 0.1710  -0.40
C 1.3634 2.7889 -0.7546  -0.29
C -2.6194 0.9686 -0.1794  -0.09
C -3.9799 -1.0229 -0.0535  -0.22
C 5.5455 -1.1740 1.0219  -0.89
C 3.1658 0.1931 0.9133  -1.15
H -6.4511 -3.4265 -0.6263  0.23
H 3.2561 0.6186 1.9160  0.39
H -4.7454 2.1626 -0.0423  0.18
H 4.1080 -2.9201 0.6762  0.19
H -6.2157 -3.4881 1.1199  0.32
H 2.5256 0.7208 -1.1852  0.39
H 2.7431 -0.7411 0.8821  0.48
H -7.5164 -1.0676 0.1360  0.42
H -4.8989 -3.5727 0.3039  0.71
H 1.9034 3.8893 -0.6670  0.22
H 6.5427 -1.1750 1.0074  0.52
H -0.0677 3.7876 0.6512  0.36
H 5.2732 1.0205 0.2194  0.25
H -0.6595 4.1829 -0.9391  0.23
H -3.2116 -1.8569 0.0750  0.25
H 4.4011 -2.5788 -1.9397  0.22
H 5.8911 -3.3777 0.3793  0.30
H 5.0958 -1.2921 2.0701  0.21
H 6.1150 -1.8581 -1.6728  0.23
H -7.1539 1.3627 0.0815  0.29
H 1.3444 2.4134 -1.9230  0.27

Cartesian forces (eV/Å) of the 2 atoms listed first:
O -0.146 3.088 7.467
O -1.279 -1.533 -6.457

ΔE to the lowest compared entry with this formula, charge and spin = 423.3 kcal/mol
electronic energy = -28567.1014 eV
SMILES string = Cc1cccc(-c2noc(CCC(=O)NC[C@H]3CCCO3)n2)c1
HOMO = -8.23 eV
LUMO = 0.3870 eV

---

Record 2
# C17H21N3O3S

C17H21N3O3S in the gas phase in a non-equilibrium geometry (ωB97M-V with the def2-TZVPD basis set, OMol25).

Each line ends with the Mulliken charge.
Positions of all 45 atoms, in Å:
S -2.7297 -0.9277 -0.1303  -0.17
O -0.7761 -2.1640 1.1859  -0.33
O -4.0681 1.2886 -2.6067  -0.69
O 1.5275 -2.3741 3.0385  -0.50
N -0.2904 -1.8333 -0.9324  -0.15
N -1.9879 1.7883 -1.9121  0.10
N 0.7616 -2.4390 -0.3496  -0.76
C 0.4653 -2.6266 0.8916  0.71
C 3.4419 1.2805 2.6478  -0.67
C -0.6282 1.4774 -1.5333  -0.23
C 2.8647 0.8851 3.8432  -0.47
C 2.7734 -0.7929 1.6441  0.02
C 0.1631 3.4344 -2.8926  -0.71
C 2.1834 -1.1832 2.8376  0.63
C -2.9850 0.9279 -2.1857  0.97
C -2.2055 3.2058 -2.1370  -0.95
C 2.2338 -0.3377 3.9440  -0.71
C 4.0384 0.8485 0.2474  -1.58
C 0.3425 1.9438 -2.6220  -0.58
C -1.1873 -1.6774 -0.0009  0.67
C 1.3275 -3.2335 1.9456  -0.63
C -1.2936 3.7158 -3.2499  -0.61
C 3.4002 0.4444 1.5420  0.38
C -2.7442 -0.5579 -1.9261  -0.81
H 5.0904 0.5620 0.2473  0.34
H 1.7716 -0.6608 4.8627  0.45
H -1.8144 -0.9368 -2.3425  0.46
H 3.9852 1.9260 0.1087  0.39
H -0.4043 2.0023 -0.5958  0.12
H -1.5498 3.2074 -4.1812  0.31
H 2.2716 -3.5410 1.4792  0.34
H -1.4556 4.7852 -3.3893  0.36
H -3.2557 3.3426 -2.3979  0.47
H 0.8257 -4.1104 2.3670  0.40
H 1.3631 1.7308 -2.3022  0.23
H 3.5554 0.3555 -0.5931  0.31
H -1.9925 3.7412 -1.2048  0.32
H 0.1473 1.3798 -3.5361  0.31
H 2.7526 -1.4324 0.7755  0.45
H 3.9269 2.2426 2.5741  0.42
H -0.4959 0.4111 -1.3701  -0.01
H 2.9015 1.5385 4.7020  0.37
H -3.5957 -1.0959 -2.3427  0.40
H 0.4356 4.0025 -1.9999  0.30
H 0.8193 3.7498 -3.7053  0.35

Cartesian forces (eV/Å) of the 2 atoms listed first:
S -0.401 0.191 0.038
O -0.185 0.078 0.072

ΔE to the lowest compared entry with this formula, charge and spin = 60.3 kcal/mol
electronic energy = -39417.5498 eV
SMILES string = Cc1cccc(OCc2nnc(SCC(=O)N3CCCCC3)o2)c1
HOMO = -8.75 eV
LUMO = 0.6256 eV

---

Record 3
# C17H21N3O4

C17H21N3O4 in the gas phase in a non-equilibrium geometry (ωB97M-V with the def2-TZVPD basis set, OMol25).

Each line ends with the Mulliken charge.
Positions of all 45 atoms, in Å:
O -5.8956 -0.0679 0.4874  -0.62
O -3.9985 -1.0321 -0.2177  -0.26
O 0.9111 2.0014 -0.7893  -0.71
O 6.4068 -1.0877 0.2320  -0.47
N 1.0675 0.1248 0.5166  0.04
N 5.8115 0.8843 -0.6381  -0.68
N -0.9131 1.3007 0.3335  0.12
C -4.7196 -0.0054 0.2435  -0.17
C 4.6748 0.2698 -0.1584  0.71
C -3.8704 1.2335 0.4701  0.84
C 0.3997 1.1968 -0.0372  0.53
C 6.7736 0.0663 -0.3901  0.72
C 2.8284 -1.4153 0.9651  -0.56
C 2.4266 -0.1819 0.4239  0.71
C -3.0536 1.6064 -0.7780  -0.79
C 4.1443 -1.8321 0.9577  -1.34
C -1.7402 2.2622 -0.3713  -1.03
C -1.5986 0.4010 1.2406  -0.76
C -5.3697 -2.2311 -1.8377  -1.15
C 8.2025 0.2715 -0.7151  -1.25
C 3.3516 0.6813 -0.1476  -0.56
C -4.6957 -2.2536 -0.4741  -0.35
C 5.0600 -0.9705 0.3880  0.51
C -2.9324 1.0046 1.6701  -1.34
H -2.8281 0.7076 -1.3534  0.26
H -1.7852 -0.5729 0.7649  0.40
H 3.0526 1.6233 -0.5705  0.55
H -4.6387 -2.0318 -2.6178  0.30
H -3.9317 -3.0325 -0.4240  0.32
H -3.4084 0.3432 2.3962  0.45
H -0.9881 0.2491 2.1387  0.69
H -5.4399 -2.4074 0.3140  0.36
H -6.1326 -1.4569 -1.8607  0.31
H -1.9283 3.1409 0.2567  0.23
H -4.5680 2.0368 0.7227  0.46
H 0.5173 -0.5781 0.9834  0.09
H -5.8383 -3.1923 -2.0274  0.40
H 8.5519 -0.5197 -1.3766  0.30
H 8.8000 0.2411 0.1946  0.30
H -2.7445 1.9574 2.1659  0.44
H 2.0796 -2.0603 1.4037  0.35
H 8.3183 1.2349 -1.2002  0.32
H 4.4407 -2.7806 1.3756  0.40
H -3.6251 2.2826 -1.4133  0.43
H -1.1743 2.5886 -1.2463  0.50

Cartesian forces (eV/Å) of the 2 atoms listed first:
O -0.174 -0.116 -0.023
O 0.354 -0.009 -0.102

ΔE to the lowest compared entry with this formula, charge and spin = 24.9 kcal/mol
electronic energy = -30631.6596 eV
SMILES string = CCOC(=O)C1CCN(C(=O)Nc2ccc3oc(C)nc3c2)CC1
HOMO = -8.06 eV
LUMO = 0.5083 eV

---

Record 4
# C17H21O11S2SeSiV

A molecular structure, C17H21O11S2SeSiV in a non-equilibrium geometry (ωB97M-V with the def2-TZVPD basis set, OMol25).

Each line ends with the Mulliken charge.
Positions of all 54 atoms, in Å:
Se -1.3420 -2.1359 -0.2900  -0.32
V -0.2894 -0.1356 -0.7044  1.21
S -2.8859 1.3669 -1.2286  1.43
S 0.0690 1.2257 -3.3433  1.53
Si -0.0373 -3.9660 -0.5880  0.54
O -0.3347 -0.1827 1.9646  -0.21
O -1.9774 0.7491 -0.1584  -0.52
O 1.3796 -0.8530 -0.2438  -0.38
O 3.5105 -0.3417 0.1406  -0.74
O -0.5439 1.1140 -4.6256  -0.72
O 1.4863 1.3469 -3.2435  -0.68
O 1.2712 3.4490 0.6544  -0.74
O 0.5201 1.5457 -0.2155  0.13
O -4.0639 1.8850 -0.5952  -0.79
O -3.0752 0.4962 -2.3516  -0.69
O -0.3710 -0.0498 -2.4907  -0.57
C -1.5680 5.1365 -1.6377  -0.50
C 0.8530 -0.8148 2.4646  0.31
C -2.2993 3.9912 -1.3532  -0.60
C -0.6879 2.6513 -2.5321  -0.01
C 0.0281 -4.3492 -2.4102  -1.10
C 0.7294 -0.6309 3.9797  -0.93
C -0.1165 1.0954 2.5849  -0.23
C 1.2672 1.4941 2.0268  0.27
C 1.6840 -3.8108 0.0988  -0.94
C 1.9553 0.0922 1.9020  0.06
C -0.3999 5.0393 -2.3623  -0.69
C 1.0438 2.2610 0.7405  -0.18
C -0.0036 0.7312 4.0645  -1.06
C -1.8856 2.7459 -1.7957  0.19
C -0.9938 -5.2967 0.3126  -1.14
C 2.3576 -0.3466 0.4964  -0.03
C 0.0359 3.8000 -2.8074  -0.58
H -0.6718 -6.3056 0.0419  0.33
H 2.2522 -4.7300 -0.0768  0.52
H -1.9092 6.0973 -1.2740  0.38
H 0.1934 5.9201 -2.5707  0.36
H 0.9686 3.7129 -3.3472  0.51
H 0.5426 1.4855 4.6303  0.37
H 1.6727 -3.6264 1.1734  0.28
H -0.9252 1.7724 2.3233  0.72
H -0.9495 -4.1822 -2.8660  0.32
H -2.0572 -5.1998 0.0819  0.31
H 2.8683 0.0584 2.4933  0.52
H 2.2057 -2.9820 -0.3784  0.09
H 1.8057 2.1547 2.7032  0.55
H 0.3257 -5.3855 -2.5958  0.35
H 0.1324 -1.4310 4.4155  0.36
H 1.7054 -0.6257 4.4655  0.38
H -0.8910 -5.1697 1.3930  0.28
H 0.8831 -1.8401 2.1179  -0.10
H -0.9954 0.6182 4.5002  0.34
H -3.2107 4.0425 -0.7737  0.52
H 0.7384 -3.6869 -2.9100  0.28

Cartesian forces (eV/Å) of the 2 atoms listed first:
Se -0.845 -0.873 0.321
V 1.062 0.804 1.120

net charge = -1
ΔE to the lowest compared entry with this formula, charge and spin = 16.4 kcal/mol
electronic energy = -161081.2938 eV
spin multiplicity = 2
⟨S²⟩ = 0.78
HOMO (alpha / beta) = -6.03 / -6.16 eV
LUMO (alpha / beta) = 1.2605 / 2.1868 eV

---

Record 5
# C17H22

C17H22 in the gas phase in a non-equilibrium geometry (ωB97M-V with the def2-TZVPD basis set, OMol25).

Each line ends with the Mulliken charge.
Positions of all 39 atoms, in Å:
C -1.0978 -0.3656 0.5385  -0.61
C 4.9691 1.1022 0.1000  -0.93
C -8.1893 -2.8356 0.5317  -0.20
C -1.7705 0.6962 1.4039  -0.41
C -2.9541 0.1275 2.0604  -0.39
C 3.5846 1.3288 0.5253  -0.67
C -6.3173 -1.8281 2.0341  0.14
C 5.3520 1.7833 -1.2447  -0.50
C 6.3112 1.0019 -2.0299  -0.21
C 7.2489 1.7189 -2.7379  -0.76
C -7.4546 -2.5595 -0.8591  -0.82
C -5.2382 -1.2818 2.1313  -0.14
C -3.9936 -0.5427 2.0990  0.47
C 0.2361 -0.3103 0.0653  -0.43
C 1.0990 0.7834 0.1805  -0.31
C -7.5631 -2.5523 1.7988  -0.56
C 2.5787 0.4144 -0.1898  -0.74
H 3.4142 1.1044 1.5850  0.43
H 4.5123 1.7285 -1.8415  0.32
H -2.0140 1.5212 0.7297  0.27
H 1.0855 1.2291 1.2222  0.22
H 0.6728 1.6088 -0.4232  0.28
H -0.9918 1.0901 2.0072  0.40
H 8.0324 1.1598 -3.3317  0.21
H 7.2563 2.7629 -2.7981  0.31
H 2.7307 0.5073 -1.2470  0.37
H 5.2052 0.0435 0.1665  0.39
H 3.4075 2.4380 0.5048  0.32
H -8.0382 -1.7875 -1.4563  0.25
H -9.2379 -3.0912 0.5821  0.37
H -6.4634 -2.1217 -0.7026  0.23
H -7.3226 -3.5168 -1.4296  0.26
H 0.6772 -1.0544 -0.6204  0.30
H -8.1707 -2.7531 2.7678  0.23
H 5.7445 2.7445 -1.0531  0.40
H 5.5342 1.6669 0.8068  0.30
H 6.0695 -0.0373 -2.2915  0.30
H -1.6156 -1.2659 0.3869  0.45
H 2.7109 -0.6577 0.0286  0.45

Cartesian forces (eV/Å) of the 2 atoms listed first:
C 4.399 0.247 -0.907
C 1.229 0.713 -0.206

ΔE to the lowest compared entry with this formula, charge and spin = 49.5 kcal/mol
electronic energy = -17978.2564 eV
SMILES string = C=CCCCCC/C=C\CC#CC#C/C=C\C
HOMO = -8.47 eV
LUMO = 0.3702 eV